(1)
{"formula": "C26H30As2N2O5S2SeZn", "method": "the ωB97M-V functional and the def2-TZVPD basis", "species": ["Zn", "C", "C", "N", "N", "C", "S", "S", "C", "C", "C", "C", "C", "C", "C", "C", "C", "C", "C", "C", "C", "O", "H", "H", "H", "H", "H", "H", "H", "H", "H", "H", "H", "H", "H", "H", "C", "As", "C", "C", "C", "C", "C", "C", "C", "As", "C", "C", "H", "H", "H", "H", "H", "H", "H", "H", "H", "H", "H", "H", "H", "H", "H", "H", "O", "Se", "O", "O", "O"], "xyz": [[0.019, 0.833, -0.675], [-0.393, 1.982, 3.516], [0.246, 1.476, 2.245], [-0.439, 0.840, 1.358], [-1.768, 0.549, 1.672], [-2.346, -0.242, 0.814], [-1.737, -1.023, -0.600], [-4.092, -0.511, 1.224], [-4.709, 1.063, 0.501], [-4.541, 2.284, 1.380], [-3.579, 3.237, 1.060], [-3.397, 4.353, 1.873], [-4.174, 4.529, 3.011], [-5.142, 3.579, 3.337], [-5.320, 2.466, 2.524], [1.687, 1.699, 2.032], [2.378, 2.485, 2.965], [3.729, 2.748, 2.875], [4.442, 2.218, 1.786], [3.812, 1.429, 0.855], [2.422, 1.108, 0.937], [1.912, 0.301, 0.081], [-1.447, 1.730, 3.521], [0.092, 1.554, 4.398], [-0.288, 3.069, 3.563], [-4.177, 1.190, -0.444], [-5.762, 0.870, 0.299], [-2.961, 3.095, 0.175], [-2.642, 5.085, 1.606], [-4.030, 5.399, 3.644], [-5.752, 3.707, 4.224], [-6.057, 1.711, 2.788], [1.829, 2.912, 3.797], [4.222, 3.363, 3.616], [5.497, 2.443, 1.674], [4.346, 1.031, -0.001], [2.684, -1.142, -3.874], [1.114, -1.114, -2.698], [-0.246, -0.837, -4.080], [0.962, -3.096, -2.559], [0.811, -3.806, -3.750], [0.657, -5.185, -3.774], [0.651, -5.887, -2.577], [0.821, -5.200, -1.382], [0.985, -3.811, -1.344], [1.254, -2.889, 0.388], [1.559, -4.502, 1.489], [3.172, -2.528, 0.091], [2.507, -1.769, -4.747], [3.553, -1.507, -3.330], [2.869, -0.115, -4.192], [0.012, -1.317, -5.026], [-0.331, 0.246, -4.216], [-1.200, -1.218, -3.711], [0.807, -3.269, -4.690], [0.533, -5.703, -4.718], [0.512, -6.961, -2.571], [0.809, -5.763, -0.457], [2.327, -5.169, 1.088], [0.625, -5.049, 1.624], [1.878, -4.135, 2.464], [3.694, -3.414, -0.274], [3.614, -2.188, 1.029], [3.254, -1.714, -0.631], [0.875, 2.650, -1.201], [-0.358, 2.957, -2.293], [0.079, 2.439, -3.782], [-1.517, 1.922, -1.648], [-0.844, 4.510, -2.278]], "atomic_forces_ev_per_a": [[0.2, -0.6, 0.5], [0.0, -0.1, 0.0], [0.3, 0.0, 0.1], [-0.5, 0.0, -0.1], [-0.1, -0.2, -0.4], [0.3, 0.0, 0.3], [-0.1, 0.3, 0.3], [0.1, 0.3, -0.1], [0.1, 0.0, 0.2], [0.0, -0.2, -0.1], [0.1, 0.0, -0.1], [0.0, 0.0, 0.0], [-0.1, -0.1, 0.0], [0.1, 0.0, -0.2], [0.1, 0.0, 0.0], [-0.1, 0.1, -0.1], [0.0, 0.0, 0.0], [0.1, -0.1, -0.2], [-0.2, 0.0, 0.1], [0.0, 0.0, 0.1], [-0.2, -0.1, 0.2], [0.0, 0.2, -0.1], [0.0, 0.0, 0.0], [0.0, 0.0, 0.0], [0.0, -0.1, 0.0], [-0.1, 0.0, 0.0], [-0.1, 0.1, -0.1], [0.0, 0.0, 0.1], [0.0, -0.1, 0.0], [0.0, 0.0, 0.0], [0.0, 0.0, 0.0], [0.1, 0.1, 0.0], [0.0, 0.0, 0.0], [0.0, 0.0, 0.0], [0.0, 0.0, 0.0], [0.0, 0.0, 0.0], [0.0, 0.2, 0.0], [-0.2, -0.2, 0.0], [0.0, 0.1, 0.0], [-0.1, -0.1, 0.1], [0.0, -0.1, 0.1], [0.0, 0.0, 0.1], [0.0, 0.1, 0.0], [-0.1, 0.1, 0.0], [0.1, 0.0, -0.2], [0.1, 0.1, -0.2], [0.0, 0.0, 0.0], [0.0, 0.0, -0.1], [0.0, 0.0, 0.0], [0.0, 0.0, 0.0], [0.0, 0.0, 0.0], [0.0, 0.0, 0.0], [0.0, -0.1, 0.0], [0.0, 0.0, 0.0], [0.0, 0.0, 0.0], [0.0, 0.0, 0.0], [0.0, 0.0, 0.0], [0.0, 0.0, -0.1], [0.0, 0.0, 0.0], [0.0, 0.0, 0.0], [0.0, 0.0, 0.1], [0.0, -0.1, 0.0], [0.0, 0.0, 0.0], [0.0, 0.0, 0.1], [-0.1, -0.1, -0.3], [-0.2, 0.6, -0.4], [-0.1, 0.1, 0.3], [0.3, 0.1, -0.2], [0.1, -0.4, 0.1]], "de_lowest_kcal_mol": 0.0, "charge": -2, "homo_lumo_gap_ev": 6.33, "energy_ev": -297778.807}


(2)
{"formula": "C26H30F12N3O10S2", "method": "the ωB97M-V functional and the def2-TZVPD basis", "species": ["C", "C", "O", "N", "C", "C", "O", "S", "N", "C", "S", "C", "C", "C", "N", "C", "C", "H", "H", "H", "H", "H", "H", "H", "H", "H", "H", "C", "C", "O", "C", "O", "C", "F", "F", "F", "H", "H", "H", "H", "H", "C", "C", "O", "C", "O", "C", "F", "F", "F", "H", "H", "H", "H", "H", "C", "C", "O", "C", "O", "C", "F", "F", "F", "H", "H", "H", "H", "H", "C", "C", "O", "C", "O", "C", "F", "F", "F", "H", "H", "H", "H", "H"], "xyz": [[1.681, 2.654, 4.672], [0.536, 3.165, 5.653], [0.585, 2.771, 6.851], [-0.627, 4.028, 5.301], [-1.774, 3.276, 4.746], [-3.200, 4.044, 4.697], [-1.726, 2.093, 4.335], [-0.212, 5.428, 4.387], [1.209, 6.065, 5.204], [0.808, 6.521, 6.365], [0.571, 7.478, 7.700], [0.388, 5.053, 2.695], [-0.159, 3.936, 1.755], [0.354, 3.622, 0.337], [1.386, 4.404, -0.243], [1.885, 5.455, 0.563], [1.533, 5.887, 1.997], [1.416, 2.667, 3.565], [2.683, 3.178, 4.910], [1.862, 1.545, 4.942], [-3.744, 3.876, 3.711], [-3.859, 3.620, 5.546], [-3.056, 5.158, 4.950], [-1.022, 3.283, 2.148], [-0.104, 2.756, -0.247], [2.698, 6.103, 0.061], [2.043, 6.776, 2.510], [5.871, -1.486, 2.907], [6.141, -0.761, 4.211], [6.586, 0.583, 3.962], [5.621, 1.490, 3.723], [4.442, 1.239, 3.703], [6.228, 2.877, 3.526], [7.312, 2.858, 2.726], [6.624, 3.420, 4.696], [5.362, 3.749, 2.972], [6.750, -1.449, 2.259], [5.611, -2.530, 3.092], [5.051, -1.017, 2.358], [6.947, -1.263, 4.750], [5.264, -0.767, 4.865], [-2.909, 0.006, -4.847], [-1.476, 0.499, -4.882], [-1.028, 0.854, -3.562], [-0.601, -0.163, -2.790], [-0.579, -1.315, -3.135], [-0.111, 0.359, -1.442], [-0.949, 1.281, -0.902], [1.095, 0.956, -1.541], [0.021, -0.613, -0.523], [-3.558, 0.746, -4.370], [-3.274, -0.187, -5.854], [-2.994, -0.913, -4.265], [-1.414, 1.405, -5.489], [-0.807, -0.238, -5.335], [1.395, -3.698, -1.749], [0.401, -4.475, -0.910], [0.904, -5.785, -0.610], [1.759, -5.865, 0.431], [2.111, -4.922, 1.092], [2.176, -7.314, 0.670], [2.483, -7.959, -0.475], [1.193, -8.026, 1.259], [3.255, -7.419, 1.466], [1.661, -4.260, -2.648], [0.980, -2.733, -2.045], [2.323, -3.522, -1.198], [-0.524, -4.615, -1.475], [0.139, -3.938, 0.006], [-7.049, -5.330, -7.486], [-6.429, -4.056, -8.025], [-6.531, -2.995, -7.062], [-5.588, -2.980, -6.098], [-4.699, -3.786, -6.006], [-5.786, -1.778, -5.177], [-7.075, -1.600, -4.825], [-5.387, -0.626, -5.764], [-5.093, -1.883, -4.028], [-8.080, -5.150, -7.168], [-7.045, -6.113, -8.246], [-6.505, -5.693, -6.611], [-6.976, -3.728, -8.912], [-5.390, -4.210, -8.328]], "atomic_forces_ev_per_a": [[-0.1, -0.5, 0.1], [2.2, -3.2, 4.2], [-0.8, 2.1, -4.9], [1.1, -0.5, -1.4], [-3.1, -2.8, -1.9], [0.8, 0.4, 1.1], [0.9, 4.5, 2.0], [0.0, 0.1, -0.5], [-2.8, -0.2, 2.6], [1.0, 2.9, 0.9], [0.7, -3.6, -4.2], [3.0, -1.0, -5.4], [0.5, 0.8, 0.4], [1.0, 2.9, 2.6], [-1.7, 0.6, 4.0], [-0.6, 0.2, 1.2], [-2.3, -2.8, -0.8], [0.4, 0.3, 1.6], [-1.8, -0.6, -0.5], [-0.5, 1.9, -0.2], [1.0, 0.2, 1.3], [1.2, 0.5, -1.4], [-0.3, -1.6, -0.6], [1.6, 1.0, -0.7], [0.9, 1.8, 1.1], [-1.4, -1.3, 0.9], [-0.8, -1.6, -1.0], [-0.1, 0.2, -0.3], [-0.2, -0.9, 0.0], [-0.5, 1.3, -0.1], [-0.1, -2.0, 0.4], [0.5, 0.8, -0.1], [1.0, 1.7, -0.5], [-0.6, -0.4, 0.3], [-0.4, -0.5, -0.2], [-0.1, -0.7, 0.3], [0.0, -0.1, 0.2], [0.0, 0.1, 0.0], [0.0, -0.1, 0.1], [0.1, 0.4, -0.1], [0.1, 0.2, -0.2], [0.3, 0.0, 0.4], [-0.5, -0.1, -0.9], [0.7, -0.4, 1.2], [-0.8, -0.2, -2.1], [0.2, 0.7, 0.9], [0.8, 0.1, 1.6], [-0.2, -0.6, -0.6], [-0.5, -0.2, -0.4], [-0.3, 0.2, -0.8], [0.1, 0.0, -0.2], [0.3, 0.1, 0.1], [0.1, 0.0, -0.2], [0.1, 0.1, 0.4], [0.0, 0.0, 0.3], [0.4, 0.0, 0.0], [-0.2, 0.7, -0.3], [0.5, -0.7, 0.8], [-0.8, 1.7, -0.6], [0.1, -1.0, -0.1], [0.7, -1.9, 0.2], [-0.2, 0.6, 0.2], [0.1, 0.6, -0.2], [-0.5, 0.6, -0.3], [-0.2, 0.1, 0.0], [0.0, -0.2, 0.0], [-0.1, 0.0, 0.0], [0.2, -0.3, 0.1], [0.2, -0.2, 0.0], [0.0, 0.0, 0.4], [-0.1, -0.7, -0.6], [0.6, 0.7, 0.9], [0.0, -1.4, -1.5], [-0.4, 0.9, 0.5], [-0.5, 1.4, 1.3], [0.4, -0.4, -0.4], [-0.4, -0.7, -0.2], [-0.2, -0.4, -0.7], [0.0, 0.0, -0.2], [0.0, 0.1, 0.0], [0.1, 0.0, -0.1], [0.0, 0.3, 0.3], [-0.1, 0.1, 0.3]], "charge": 1, "homo_lumo_gap_ev": 7.23, "energy_ev": -106661.079}


(3)
{"formula": "C26H30F2N6O3", "method": "the ωB97M-V functional and the def2-TZVPD basis", "species": ["C", "C", "C", "C", "C", "C", "O", "N", "C", "C", "C", "C", "C", "O", "N", "C", "O", "C", "N", "N", "N", "C", "C", "C", "C", "C", "F", "C", "C", "N", "C", "C", "C", "C", "C", "C", "F", "H", "H", "H", "H", "H", "H", "H", "H", "H", "H", "H", "H", "H", "H", "H", "H", "H", "H", "H", "H", "H", "H", "H", "H", "H", "H", "H", "H", "H", "H"], "xyz": [[-4.139, -4.668, 0.764], [-3.568, -3.657, -0.230], [-2.965, -4.381, -1.432], [-2.541, -2.774, 0.490], [-1.963, -1.688, -0.418], [-3.033, -0.819, -1.110], [-3.090, -0.758, -2.323], [-3.866, -0.181, -0.275], [-4.760, 0.848, -0.744], [-4.124, 2.239, -0.567], [-5.065, 3.367, -1.034], [-5.099, 4.325, 0.159], [-4.781, 3.381, 1.317], [-3.826, 2.481, 0.801], [-0.990, -0.816, 0.263], [-1.249, -0.227, 1.447], [-2.304, -0.334, 2.043], [-0.131, 0.614, 2.081], [1.186, 0.108, 1.874], [1.571, -1.097, 2.213], [2.790, -1.228, 1.835], [3.146, -0.063, 1.253], [4.436, 0.194, 0.653], [5.417, -0.795, 0.670], [6.642, -0.565, 0.077], [6.869, 0.659, -0.529], [8.063, 0.887, -1.113], [5.910, 1.657, -0.557], [4.688, 1.419, 0.038], [2.133, 0.798, 1.278], [0.154, -0.515, -0.522], [1.087, -1.502, -0.823], [2.190, -1.209, -1.604], [2.370, 0.067, -2.111], [1.441, 1.057, -1.843], [0.346, 0.756, -1.057], [-0.555, 1.723, -0.788], [-4.578, -4.160, 1.620], [-4.908, -5.273, 0.292], [-3.354, -5.330, 1.123], [-4.384, -3.019, -0.585], [-2.064, -4.919, -1.144], [-2.723, -3.680, -2.227], [-3.678, -5.099, -1.829], [-3.019, -2.318, 1.356], [-1.717, -3.395, 0.852], [-1.406, -2.167, -1.229], [-3.644, -0.162, 0.716], [-4.957, 0.668, -1.803], [-5.691, 0.790, -0.174], [-3.167, 2.250, -1.101], [-4.702, 3.844, -1.941], [-6.059, 2.964, -1.229], [-6.057, 4.825, 0.277], [-4.313, 5.074, 0.069], [-4.336, 3.874, 2.182], [-5.686, 2.844, 1.638], [-0.353, 0.649, 3.152], [-0.173, 1.630, 1.678], [5.201, -1.736, 1.152], [7.418, -1.314, 0.077], [6.130, 2.597, -1.039], [3.916, 2.172, 0.036], [0.951, -2.491, -0.413], [2.916, -1.980, -1.808], [3.234, 0.293, -2.716], [1.550, 2.057, -2.231]], "atomic_forces_ev_per_a": [[0.0, 0.3, -0.2], [0.2, -0.2, 0.1], [-0.2, 0.2, 0.1], [-0.3, 0.1, -0.2], [-0.4, -0.2, 0.0], [0.4, -0.5, 0.2], [0.0, 0.1, -0.4], [-0.3, 0.3, 0.4], [0.3, 0.4, -0.1], [-0.2, -0.3, -0.5], [0.1, -0.1, 0.2], [0.1, -0.2, 0.1], [-0.3, 0.3, 0.1], [0.2, -0.1, 0.1], [0.1, -0.2, -0.4], [0.4, 0.1, 0.3], [-0.1, 0.2, 0.3], [-0.9, 0.2, 0.3], [1.0, 0.0, 0.0], [-0.9, -0.4, 0.5], [0.6, -0.3, -0.1], [-1.0, 0.3, 0.3], [0.4, 0.1, -0.2], [-0.2, 0.2, 0.0], [0.2, 0.2, -0.1], [-0.1, 0.0, 0.0], [-0.1, 0.0, 0.1], [0.2, 0.0, -0.1], [0.0, -0.3, 0.1], [0.6, 0.3, -0.1], [0.2, 0.4, -0.3], [0.0, 0.2, 0.0], [0.0, -0.1, 0.0], [-0.1, 0.0, 0.0], [-0.2, 0.0, 0.0], [0.0, -0.3, -0.2], [0.0, -0.1, 0.0], [-0.1, 0.0, 0.1], [-0.1, -0.1, 0.0], [0.1, -0.1, 0.1], [0.0, 0.0, 0.0], [0.1, -0.1, 0.0], [0.1, 0.0, -0.2], [0.0, -0.1, -0.1], [0.1, -0.1, 0.0], [0.1, 0.0, 0.0], [-0.2, 0.2, 0.1], [0.1, -0.1, -0.1], [-0.1, 0.0, 0.1], [0.0, 0.1, -0.1], [-0.1, 0.0, 0.0], [0.0, 0.0, -0.1], [-0.1, 0.0, -0.1], [0.0, 0.1, 0.0], [0.0, 0.0, 0.0], [-0.1, 0.0, 0.0], [0.0, 0.1, 0.0], [0.0, 0.0, -0.2], [0.1, -0.2, 0.0], [0.0, -0.1, 0.0], [0.1, -0.1, 0.0], [0.0, 0.1, -0.1], [-0.1, 0.1, 0.0], [0.0, -0.1, 0.1], [0.1, -0.1, 0.0], [0.1, 0.0, -0.1], [0.0, 0.1, 0.0]], "smiles": "CC(C)C[C@@H](C(=O)NC[C@H]1CCCO1)N(C(=O)Cn1nnc(-c2ccc(F)cc2)n1)c1ccccc1F", "de_lowest_kcal_mol": 4.5, "homo_lumo_gap_ev": 9.53, "energy_ev": -47967.420}


(4)
{"formula": "C26H30F5MgN8O3P2S2", "method": "the ωB97M-V functional and the def2-TZVPD basis", "species": ["Mg", "C", "N", "C", "P", "O", "O", "P", "O", "N", "C", "C", "N", "C", "C", "N", "C", "C", "H", "H", "H", "H", "H", "H", "H", "H", "H", "H", "H", "H", "H", "H", "H", "H", "H", "H", "H", "H", "H", "H", "H", "H", "S", "N", "C", "C", "C", "C", "C", "N", "C", "C", "N", "C", "C", "C", "C", "C", "N", "H", "H", "H", "H", "H", "H", "F", "C", "C", "F", "C", "F", "C", "S", "C", "F", "C", "F"], "xyz": [[-0.482, -0.934, -0.659], [2.579, 1.520, -3.303], [2.496, 0.179, -2.727], [1.722, -0.774, -3.529], [2.535, -0.066, -1.099], [1.454, -0.902, -0.518], [2.475, 1.439, -0.493], [1.137, 2.112, 0.171], [-0.076, 1.317, -0.114], [1.469, 2.203, 1.791], [2.615, 3.002, 2.223], [1.348, 0.944, 2.529], [1.118, 3.616, -0.471], [2.331, 4.342, -0.831], [-0.125, 4.158, -1.011], [4.006, -0.665, -0.714], [4.171, -1.454, 0.505], [5.203, 0.030, -1.168], [2.979, 1.437, -4.313], [3.250, 2.146, -2.719], [1.598, 2.008, -3.354], [2.124, -0.790, -4.541], [0.661, -0.499, -3.581], [1.804, -1.775, -3.110], [2.587, 3.980, 1.750], [3.569, 2.511, 1.996], [2.547, 3.143, 3.301], [0.479, 0.397, 2.171], [1.213, 1.164, 3.588], [2.233, 0.306, 2.415], [3.212, 3.769, -0.551], [2.366, 5.312, -0.329], [2.364, 4.515, -1.910], [-0.950, 3.501, -0.746], [-0.072, 4.239, -2.101], [-0.320, 5.151, -0.601], [3.235, -1.955, 0.739], [4.481, -0.837, 1.356], [4.936, -2.212, 0.333], [5.030, 0.460, -2.154], [6.021, -0.686, -1.246], [5.502, 0.824, -0.475], [-4.895, 2.122, 4.397], [-3.825, 0.932, 4.544], [-3.401, 0.637, 3.330], [-2.441, -0.384, 2.989], [-1.873, -1.260, 3.919], [-0.982, -2.217, 3.483], [-0.645, -2.255, 2.132], [-1.168, -1.422, 1.248], [-2.076, -0.512, 1.642], [-2.697, 0.307, 0.603], [-2.311, 0.097, -0.667], [-2.916, 0.755, -1.640], [-3.936, 1.676, -1.413], [-4.311, 1.940, -0.115], [-3.678, 1.254, 0.924], [-4.009, 1.438, 2.317], [-4.869, 2.314, 2.801], [-2.157, -1.174, 4.960], [-0.552, -2.930, 4.172], [0.060, -2.981, 1.742], [-2.589, 0.530, -2.648], [-4.427, 2.158, -2.246], [-5.089, 2.653, 0.124], [-4.907, -6.569, -0.733], [-3.833, -5.807, -0.913], [-3.961, -4.495, -1.331], [-5.167, -3.977, -1.577], [-2.831, -3.718, -1.493], [-3.006, -2.454, -1.915], [-1.537, -4.177, -1.255], [-0.102, -3.216, -1.472], [-1.449, -5.514, -0.856], [-0.252, -6.046, -0.609], [-2.564, -6.311, -0.678], [-2.426, -7.570, -0.265]], "atomic_forces_ev_per_a": [[0.0, -0.5, -0.1], [0.0, 0.0, 0.0], [-0.4, 0.2, 0.4], [0.2, -0.1, 0.0], [1.0, 0.2, -0.4], [0.4, 0.0, -0.1], [-0.2, -0.2, 0.1], [0.5, 0.7, 0.3], [-0.1, -0.3, -0.1], [-0.1, -0.2, -0.4], [-0.1, 0.0, 0.0], [0.0, -0.1, 0.0], [0.1, -0.4, -0.1], [0.0, 0.0, 0.0], [-0.1, 0.0, 0.1], [-0.4, 0.0, 0.1], [0.0, 0.0, 0.0], [0.0, 0.0, -0.1], [0.0, 0.0, 0.0], [0.0, 0.0, 0.0], [0.0, 0.0, 0.0], [0.0, 0.0, 0.0], [0.0, 0.0, 0.0], [-0.1, 0.0, 0.0], [0.0, 0.0, 0.0], [0.0, 0.0, 0.0], [0.0, 0.0, 0.0], [0.0, 0.0, 0.1], [0.0, 0.0, 0.0], [0.0, 0.0, 0.0], [0.0, 0.1, 0.0], [0.0, 0.0, 0.0], [0.0, 0.0, 0.0], [0.0, 0.1, 0.0], [0.0, 0.0, 0.0], [0.0, 0.0, 0.0], [0.0, 0.0, 0.0], [0.0, 0.0, 0.0], [0.0, 0.0, 0.0], [0.0, 0.0, 0.0], [0.0, 0.0, 0.0], [0.0, 0.0, 0.0], [0.0, 0.0, 0.1], [0.1, -0.1, 0.2], [-0.3, 0.3, -0.3], [0.2, -0.2, -0.2], [0.0, 0.0, -0.1], [-0.1, 0.1, 0.1], [0.1, -0.1, 0.0], [-0.2, 0.3, 0.2], [0.0, -0.2, 0.6], [-0.4, 0.4, -0.1], [-0.4, 0.0, 0.0], [-0.1, 0.0, -0.1], [-0.1, 0.0, 0.1], [0.1, 0.0, 0.0], [0.1, -0.2, -0.3], [0.2, -0.2, 0.4], [-0.1, 0.1, -0.1], [0.0, 0.0, 0.0], [0.0, 0.0, 0.0], [0.0, 0.0, -0.1], [0.0, 0.0, 0.0], [0.1, 0.0, 0.0], [0.0, 0.0, 0.0], [-0.1, 0.0, 0.0], [0.1, 0.1, 0.0], [0.0, 0.0, 0.0], [0.0, 0.0, 0.0], [0.3, 0.0, 0.0], [-0.1, 0.2, 0.0], [-0.5, -0.4, 0.0], [0.1, 0.3, -0.1], [-0.1, 0.3, 0.0], [0.1, -0.1, 0.0], [0.0, 0.0, 0.0], [0.0, -0.1, 0.0]], "de_lowest_kcal_mol": 18.7, "charge": 1, "homo_lumo_gap_ev": 6.25, "energy_ev": -104796.433}


| no. | HOMO energy (Ha) |
| --- | --- |
| 1 | -0.0711 |
| 2 | -0.4643 |
| 3 | -0.3314 |
| 4 | -0.3535 |